[1]
Molecular formula: C42H119N7O21
Method: DFT, the ωB97M-V functional and the def2-TZVPD basis

Structure (XYZ):
```
189
C42H119N7O21 the ωB97M-V functional and the def2-TZVPD basis
C 4.81 -2.42 6.03
C 4.00 -1.26 6.58
C 4.07 -0.24 5.41
O 5.49 0.03 5.20
C 5.72 1.33 4.78
N 2.64 -1.49 7.01
H 5.86 -2.22 5.72
H 4.37 -2.80 5.11
H 4.72 -3.29 6.71
H 4.53 -0.78 7.38
H 3.54 0.70 5.72
H 3.66 -0.65 4.50
H 6.75 1.52 4.75
H 5.29 2.13 5.37
H 5.44 1.40 3.73
H 2.17 -2.06 6.28
H 2.73 -2.15 7.83
C 3.84 2.48 -1.28
C 3.98 1.47 -2.43
C 5.14 0.51 -2.17
O 6.32 1.10 -2.68
C 7.50 0.63 -2.06
N 2.67 0.84 -2.58
H 3.79 2.04 -0.36
H 2.89 3.03 -1.36
H 4.68 3.14 -1.29
H 4.21 2.02 -3.37
H 5.09 -0.45 -2.71
H 5.25 0.31 -1.06
H 7.37 -0.43 -2.18
H 7.55 0.98 -1.05
H 8.43 0.97 -2.57
H 2.42 0.33 -1.76
H 2.66 0.07 -3.26
C 3.30 -3.45 -4.28
C 1.91 -2.71 -4.23
C 1.23 -2.89 -2.88
O 0.46 -4.11 -2.82
C -0.12 -4.13 -1.54
N 2.18 -1.34 -4.47
H 3.02 -4.53 -4.16
H 3.92 -3.06 -3.51
H 3.79 -3.16 -5.17
H 1.24 -3.23 -4.94
H 0.55 -2.03 -2.70
H 1.94 -2.89 -2.10
H 0.64 -3.84 -0.86
H -0.42 -5.12 -1.28
H -0.98 -3.45 -1.53
H 1.27 -0.84 -4.53
H 2.54 -1.24 -5.44
C -7.22 3.99 -1.86
C -6.05 4.88 -1.44
C -6.01 5.20 0.08
O -7.22 5.68 0.57
C -7.65 7.02 0.22
N -4.78 4.13 -1.68
H -7.14 3.93 -2.94
H -8.18 4.43 -1.63
H -7.24 3.01 -1.47
H -6.17 5.80 -2.13
H -5.18 5.92 0.39
H -5.78 4.24 0.59
H -8.44 7.25 0.90
H -8.10 7.02 -0.78
H -6.82 7.78 0.18
H -4.55 4.11 -2.67
H -3.89 4.56 -1.34
C 6.49 -3.88 2.09
C 5.60 -2.74 1.53
C 4.37 -3.29 0.77
O 4.76 -3.85 -0.46
C 3.93 -4.89 -0.97
N 5.13 -1.81 2.55
H 6.71 -4.67 1.31
H 5.94 -4.44 2.86
H 7.40 -3.46 2.51
H 6.22 -2.30 0.71
H 3.56 -2.61 0.74
H 4.00 -4.07 1.50
H 2.86 -4.60 -0.97
H 3.91 -5.78 -0.31
H 4.20 -5.18 -1.99
H 5.04 -0.83 2.26
H 5.77 -1.82 3.37
C -3.50 -0.61 -5.64
C -2.45 -1.29 -4.72
C -2.23 -2.75 -5.33
O -3.40 -3.48 -5.16
C -3.35 -4.32 -3.99
N -1.16 -0.53 -4.72
H -2.91 -0.28 -6.48
H -4.02 0.23 -5.21
H -4.05 -1.44 -6.02
H -2.81 -1.33 -3.76
H -1.37 -3.23 -4.82
H -2.06 -2.63 -6.39
H -4.31 -4.81 -4.00
H -3.32 -3.75 -3.07
H -2.55 -5.05 -3.95
H -1.21 0.23 -4.09
H -0.93 -0.01 -5.62
C -0.41 -0.63 -0.75
C -0.71 0.32 0.41
C 0.53 0.84 1.00
O 1.43 -0.14 1.50
C 2.40 0.41 2.34
N -1.43 1.48 -0.14
H -1.32 -0.87 -1.39
H 0.00 -1.61 -0.40
H 0.40 -0.17 -1.34
H -1.24 -0.24 1.21
H 0.26 1.55 1.79
H 0.95 1.44 0.19
H 3.11 -0.40 2.58
H 1.92 0.74 3.28
H 2.73 1.43 2.02
H -2.45 1.39 -0.19
H -1.33 2.13 0.63
C 1.15 -3.84 2.65
C 0.22 -5.00 2.80
O -0.91 -4.72 3.63
O 0.44 -2.72 2.26
H 2.00 -4.04 1.93
H 1.63 -3.65 3.64
H 0.82 -5.76 3.31
H -0.23 -5.39 1.87
H -1.62 -4.57 3.03
H 0.94 -2.06 1.80
C 0.30 2.84 -4.10
C -1.15 3.06 -3.76
O -1.71 2.09 -2.84
O 1.09 3.06 -2.90
H 0.70 3.57 -4.85
H 0.50 1.80 -4.35
H -1.80 2.94 -4.58
H -1.21 4.16 -3.36
H -1.37 2.16 -1.95
H 1.59 2.32 -2.60
C -1.02 5.09 -1.21
C -1.56 6.09 -0.24
O -2.91 5.89 0.02
O 0.34 4.96 -0.93
H -1.26 5.46 -2.24
H -1.67 4.14 -1.07
H -1.41 7.08 -0.61
H -1.02 5.97 0.70
H -2.95 5.74 0.97
H 0.70 4.37 -1.61
C -5.53 -0.34 -1.53
C -4.54 0.75 -2.00
O -4.24 1.60 -0.95
O -5.46 -1.58 -2.16
H -6.62 -0.08 -1.64
H -5.21 -0.44 -0.45
H -5.04 1.38 -2.82
H -3.60 0.32 -2.40
H -4.42 2.60 -1.17
H -5.61 -1.47 -3.09
C -1.54 4.73 3.97
C -0.84 3.73 3.13
O 0.04 2.97 3.91
O -2.54 5.33 3.16
H -0.77 5.43 4.31
H -1.97 4.22 4.79
H -0.25 4.30 2.43
H -1.51 3.11 2.51
H -0.37 2.16 4.17
H -2.88 6.06 3.68
C -3.36 -3.20 -0.19
C -2.88 -2.93 1.25
O -2.75 -4.20 1.90
O -4.73 -3.59 -0.22
H -2.77 -4.02 -0.59
H -3.21 -2.28 -0.81
H -3.56 -2.33 1.87
H -1.85 -2.51 1.35
H -3.57 -4.68 1.64
H -5.19 -3.02 -0.86
C -1.58 -0.12 5.57
C -0.92 -1.47 5.48
O -1.49 -2.23 4.54
O -1.40 0.54 4.25
H -1.08 0.45 6.34
H -2.62 -0.22 5.75
H -1.11 -1.79 6.49
H 0.15 -1.29 5.49
H -0.95 -2.92 4.16
H -1.60 -0.17 3.61
```

The calculation puts the frontier orbital gap at 9.7 eV. The multiplicity is 1. The energy above the lowest of the compared OMol25 structures with the same formula, charge and spin is 45.3 kcal per mole.

=====

[2]
Molecular formula: C42H26O10S
Method: DFT, the ωB97M-V functional and the def2-TZVPD basis

Structure (XYZ):
```
79
C42H26O10S the ωB97M-V functional and the def2-TZVPD basis
O -1.60 -4.64 -1.94
S -2.79 -4.10 -1.23
O -2.70 -4.72 0.32
O -2.62 -2.43 -1.00
O -1.86 -1.82 -2.01
H -1.83 -4.42 0.65
H -0.95 -2.16 -1.96
C 3.07 1.59 -5.19
C 1.88 0.89 -4.98
C 1.89 -0.31 -4.30
C 3.09 -0.84 -3.82
C 4.29 -0.16 -4.05
C 4.27 1.06 -4.72
C 5.58 -0.73 -3.60
O 6.62 -0.13 -3.79
C 5.57 -2.04 -2.91
C 6.78 -2.62 -2.53
C 6.79 -3.84 -1.87
C 5.59 -4.49 -1.59
C 4.39 -3.92 -1.97
C 4.37 -2.70 -2.64
C 3.08 -2.12 -3.08
O 2.03 -2.69 -2.83
H 3.07 2.53 -5.71
H 0.95 1.30 -5.35
H 0.96 -0.85 -4.13
H 5.20 1.60 -4.89
H 7.72 -2.12 -2.74
H 7.73 -4.29 -1.58
H 5.60 -5.44 -1.07
H 3.45 -4.43 -1.75
C -3.27 -0.61 5.38
C -2.69 0.44 6.10
C -1.33 0.71 5.95
C -0.56 -0.06 5.09
C -1.13 -1.12 4.39
C -2.49 -1.39 4.54
C -0.31 -1.99 3.51
O -0.82 -2.91 2.90
C 1.14 -1.71 3.40
C 1.94 -2.55 2.62
C 3.30 -2.29 2.49
C 3.86 -1.19 3.14
C 3.07 -0.36 3.92
C 1.71 -0.62 4.06
C 0.88 0.25 4.92
O 1.38 1.21 5.49
H -4.33 -0.82 5.49
H -3.29 1.04 6.77
H -0.88 1.53 6.50
H -2.95 -2.20 3.99
H 1.50 -3.40 2.11
H 3.91 -2.95 1.89
H 4.92 -0.99 3.03
H 3.52 0.49 4.42
C -5.19 6.48 -2.30
C -6.40 5.83 -2.09
C -6.44 4.61 -1.43
C -5.25 4.02 -0.99
C -4.03 4.66 -1.22
C -4.01 5.89 -1.87
C -2.76 4.03 -0.80
O -1.70 4.58 -1.00
C -2.81 2.70 -0.14
C -1.62 2.07 0.21
C -1.65 0.83 0.84
C -2.87 0.23 1.13
C -4.06 0.85 0.78
C -4.03 2.09 0.14
C -5.30 2.73 -0.27
O -6.37 2.20 -0.02
H -5.17 7.43 -2.81
H -7.33 6.28 -2.43
H -7.38 4.11 -1.26
H -3.06 6.40 -2.04
H -0.67 2.53 -0.01
H -0.72 0.34 1.11
H -2.89 -0.74 1.63
H -5.00 0.38 1.00
```

The calculation puts the frontier orbital gap at 8.5 eV. The multiplicity is 1. The energy above the lowest of the compared OMol25 structures with the same formula, charge and spin is 17.9 kcal per mole.